{
  "formula": "C3H7N4S",
  "method": "ωB97M-V with the def2-TZVPD basis set",
  "species": ["C", "S", "H", "C", "H", "H", "H", "C", "N", "N", "H", "H", "N", "H", "N"],
  "coordinates": [[-0.1909, -0.3068, -0.1808], [-2.8744, 0.7394, -0.0422], [-0.8630, 1.6785, -0.6323], [2.1758, 0.4524, -0.0196], [-2.9478, -0.0715, 1.0258], [-0.8486, 1.1378, 1.0972], [1.3876, -1.3549, -0.4421], [-0.9503, 0.9165, 0.1285], [3.3673, 0.3722, -0.0886], [4.4690, 0.7181, 0.2332], [-0.3330, -2.3977, 0.0003], [-1.8262, -1.6906, -0.1958], [-0.8191, -1.5114, -0.2378], [5.1018, 0.7173, -0.5441], [1.1655, -0.4746, -0.1729]],
  "forces_ev_per_a": [[0.4, -3.3, 0.9], [1.6, -0.5, 0.3], [1.0, 0.6, 0.4], [-2.7, 0.6, -0.7], [-0.3, 0.1, 0.1], [1.0, 1.5, 3.5], [1.3, -3.4, -0.8], [-3.1, -1.0, -4.4], [-0.9, 0.4, 0.2], [1.9, -0.6, 1.1], [0.0, 1.1, -0.6], [0.4, 1.1, -0.3], [0.4, -0.1, 0.6], [0.5, 0.3, -0.8], [-1.5, 3.1, 0.6]],
  "fmax_ev_per_a": 5.51,
  "charge": 1,
  "mol_weight_g_mol": 131.184,
  "orbital_gap_ev": 8.339,
  "e_homo_ev": -13.053,
  "e_lumo_ev": -4.714,
  "relative_energy_kj_mol": 318.3
}

***

{
  "formula": "C3H7N4S2",
  "method": "ωB97M-V with the def2-TZVPD basis set",
  "species": ["H", "H", "H", "N", "N", "N", "H", "H", "S", "C", "N", "H", "C", "C", "S", "H"],
  "coordinates": [[-1.5477, -1.7807, -2.6828], [1.9836, -1.7334, -2.9834], [-1.3865, -2.5350, -0.9058], [1.0184, -1.4892, -2.9233], [-1.9263, -0.5515, 1.2560], [-0.9320, -1.8326, -1.6399], [0.1425, 1.0671, -0.4881], [-2.8285, -1.0890, 1.2146], [1.1317, -1.3582, -0.2947], [0.3701, -1.6865, -1.7262], [-1.6432, 0.0498, 0.1419], [-1.4851, -0.5524, 3.2721], [-0.5346, 0.7176, 0.3016], [-1.2035, -0.2591, 2.3102], [0.0610, 0.8199, 1.9834], [0.3347, -1.2969, -3.5937]],
  "forces_ev_per_a": [[2.3, -0.6, 4.1], [0.3, 0.4, -0.5], [1.7, 2.4, -2.2], [-2.0, -0.5, 2.7], [-2.2, -0.8, 1.5], [-5.9, -2.4, -3.5], [-1.0, 0.4, 0.3], [1.3, 0.6, 0.7], [1.5, -1.1, 1.0], [2.6, 1.1, 0.3], [1.6, 1.6, -1.8], [-0.3, -0.7, 1.3], [0.9, 0.1, 0.1], [0.5, 0.6, -0.2], [-1.5, -0.9, -1.3], [0.1, -0.1, -2.3]],
  "fmax_ev_per_a": 7.24,
  "charge": 1,
  "mol_weight_g_mol": 163.251,
  "orbital_gap_ev": 7.319,
  "e_homo_ev": -11.788,
  "e_lumo_ev": -4.470,
  "relative_energy_kj_mol": 192.7
}

***

What did the first record say?
{
  "formula": "C3H7N4S",
  "method": "ωB97M-V with the def2-TZVPD basis set",
  "species": ["C", "S", "H", "C", "H", "H", "H", "C", "N", "N", "H", "H", "N", "H", "N"],
  "coordinates": [[-0.1909, -0.3068, -0.1808], [-2.8744, 0.7394, -0.0422], [-0.8630, 1.6785, -0.6323], [2.1758, 0.4524, -0.0196], [-2.9478, -0.0715, 1.0258], [-0.8486, 1.1378, 1.0972], [1.3876, -1.3549, -0.4421], [-0.9503, 0.9165, 0.1285], [3.3673, 0.3722, -0.0886], [4.4690, 0.7181, 0.2332], [-0.3330, -2.3977, 0.0003], [-1.8262, -1.6906, -0.1958], [-0.8191, -1.5114, -0.2378], [5.1018, 0.7173, -0.5441], [1.1655, -0.4746, -0.1729]],
  "forces_ev_per_a": [[0.4, -3.3, 0.9], [1.6, -0.5, 0.3], [1.0, 0.6, 0.4], [-2.7, 0.6, -0.7], [-0.3, 0.1, 0.1], [1.0, 1.5, 3.5], [1.3, -3.4, -0.8], [-3.1, -1.0, -4.4], [-0.9, 0.4, 0.2], [1.9, -0.6, 1.1], [0.0, 1.1, -0.6], [0.4, 1.1, -0.3], [0.4, -0.1, 0.6], [0.5, 0.3, -0.8], [-1.5, 3.1, 0.6]],
  "fmax_ev_per_a": 5.51,
  "charge": 1,
  "mol_weight_g_mol": 131.184,
  "orbital_gap_ev": 8.339,
  "e_homo_ev": -13.053,
  "e_lumo_ev": -4.714,
  "relative_energy_kj_mol": 318.3
}